Record 1
{
  "formula": "C36H59BN8O3RuSSeSi",
  "method": "the ωB97M-V functional and the def2-TZVPD basis",
  "spin_multiplicity": 6,
  "e_homo_ev": [-10.52, -10.41],
  "total_charge": 1,
  "species": ["Ru", "Se", "S", "Si", "O", "O", "O", "N", "N", "N", "N", "N", "N", "N", "N", "C", "C", "C", "C", "C", "C", "C", "C", "C", "C", "C", "C", "C", "C", "C", "C", "C", "C", "C", "C", "C", "C", "C", "C", "C", "C", "C", "C", "C", "C", "C", "C", "C", "C", "C", "C", "B", "H", "H", "H", "H", "H", "H", "H", "H", "H", "H", "H", "H", "H", "H", "H", "H", "H", "H", "H", "H", "H", "H", "H", "H", "H", "H", "H", "H", "H", "H", "H", "H", "H", "H", "H", "H", "H", "H", "H", "H", "H", "H", "H", "H", "H", "H", "H", "H", "H", "H", "H", "H", "H", "H", "H", "H", "H", "H", "H"],
  "positions_angstrom": [[-1.778, 0.521, -0.092], [-0.088, -0.070, 1.704], [-2.312, -1.238, -1.906], [-0.574, -0.662, -3.037], [0.377, -1.933, -3.317], [-0.839, 0.142, -4.395], [-0.011, 0.428, -1.933], [-4.576, -0.508, 0.638], [-3.340, 1.647, -1.424], [-4.595, 1.300, -1.102], [1.661, -1.223, 3.641], [-3.323, -0.806, 1.002], [1.126, 0.839, 4.205], [-4.294, 1.882, 1.283], [-2.964, 2.038, 1.270], [-1.228, -0.195, -5.733], [-2.322, -1.252, -5.702], [-5.319, -1.621, 0.635], [0.585, 2.179, 4.162], [-0.501, -4.162, -3.115], [3.248, -2.599, 2.351], [-4.581, 1.682, -3.278], [-0.008, -0.701, -6.495], [-3.827, 3.460, 2.757], [2.374, 0.888, 6.411], [-1.752, 1.105, -6.341], [2.738, 3.201, 3.185], [0.836, 2.336, -3.155], [-5.364, 1.320, -2.198], [-2.662, 2.986, 2.153], [0.585, -3.190, -2.658], [2.260, -0.975, 4.857], [1.823, -2.438, 2.883], [-4.839, 2.725, 2.171], [1.105, 1.334, -2.041], [-4.519, -2.686, 1.004], [1.223, 3.039, 3.068], [3.040, -1.779, 5.675], [0.972, -0.121, 3.261], [1.965, -3.675, -3.102], [1.180, 2.074, -0.706], [-3.310, 1.870, -2.737], [-3.264, -2.119, 1.215], [2.376, 0.528, -2.278], [3.678, -1.474, 1.412], [3.497, -1.217, 6.853], [3.162, 4.089, 4.349], [5.072, -1.730, 0.852], [3.168, 0.088, 7.213], [0.537, -3.018, -1.144], [1.924, 0.340, 5.218], [-5.027, 0.934, 0.329], [1.654, 3.058, -3.219], [1.613, 1.427, 0.063], [2.175, -4.655, -2.664], [-0.372, -5.125, -2.616], [0.982, 2.601, 2.089], [3.247, 1.187, -2.252], [2.736, -2.968, -2.786], [-1.940, -2.181, -5.270], [-2.391, 2.143, -3.236], [-2.629, 1.446, -5.786], [-3.159, -0.904, -5.091], [5.806, -1.801, 1.662], [3.678, -0.517, 1.953], [-5.903, 2.746, 2.334], [4.119, -1.810, 7.513], [-3.917, 4.234, 3.503], [0.420, -1.568, -5.988], [-6.362, -1.592, 0.367], [2.641, 5.050, 4.311], [1.240, -2.240, -0.832], [2.951, 3.617, 5.314], [5.381, -0.921, 0.184], [3.217, 2.216, 3.279], [3.293, -3.557, 1.819], [2.110, 1.894, 6.728], [0.751, 2.631, 5.144], [0.757, 0.079, -6.564], [-0.097, 2.867, -2.934], [-4.796, -3.721, 1.102], [-2.030, 0.946, -7.387], [5.100, -2.668, 0.291], [-0.469, -2.723, -0.828], [-2.345, -2.589, 1.529], [1.797, 2.972, -0.798], [-4.887, 1.796, -4.303], [0.723, 1.828, -4.114], [-0.497, 2.109, 3.986], [-6.411, 1.079, -2.148], [0.162, 2.371, -0.408], [0.751, 4.028, 3.115], [1.108, -2.405, 2.051], [-2.677, -1.454, -6.717], [3.536, 0.486, 8.152], [1.566, -3.287, 3.532], [-0.304, -0.988, -7.506], [2.484, -0.227, -1.494], [-6.206, 1.030, 0.450], [4.234, 4.284, 4.303], [1.999, -3.764, -4.192], [3.100, 3.653, 2.254], [3.274, -2.808, 5.416], [-1.638, 3.293, 2.295], [2.335, 0.019, -3.244], [0.802, -3.962, -0.658], [2.958, -1.390, 0.589], [-1.490, -3.766, -2.864], [-0.446, -4.316, -4.195], [3.955, -2.650, 3.188], [-0.985, 1.883, -6.291]],
  "lowdin_charge": [1.130, 0.750, 0.454, -0.106, -0.134, -0.147, -0.275, -0.042, -0.079, -0.039, -0.022, -0.107, -0.006, -0.035, -0.054, -0.631, -0.024, -0.057, -0.131, -0.027, -0.177, -0.043, -0.015, -0.043, 0.003, -0.016, -0.249, -0.016, -0.054, -0.143, -0.638, -0.138, -0.152, -0.054, -0.627, -0.041, -0.198, 0.006, -0.536, -0.019, -0.079, -0.165, -0.181, -0.005, -0.263, -0.063, -0.094, -0.100, -0.063, -0.059, -0.133, -0.531, 0.099, 0.032, 0.092, 0.094, 0.058, 0.102, 0.083, 0.080, 0.100, 0.073, 0.082, 0.079, 0.108, 0.128, 0.115, 0.100, 0.080, 0.129, 0.082, 0.063, 0.055, 0.074, 0.105, 0.127, 0.111, 0.124, 0.092, 0.092, 0.101, 0.096, 0.078, 0.019, 0.099, 0.100, 0.100, 0.077, 0.114, 0.128, 0.058, 0.122, 0.069, 0.098, 0.115, 0.140, 0.094, 0.074, 0.125, 0.079, 0.091, 0.111, 0.120, 0.090, 0.092, 0.096, 0.081, 0.054, 0.091, 0.107, 0.090]
}

Record 2
{
  "formula": "C36H59CaN8O4S",
  "method": "the ωB97M-V functional and the def2-TZVPD basis",
  "spin_multiplicity": 1,
  "e_homo_ev": -9.82,
  "total_charge": 1,
  "species": ["Ca", "S", "O", "O", "O", "O", "N", "N", "N", "N", "N", "N", "N", "N", "C", "C", "C", "C", "C", "C", "C", "C", "C", "C", "C", "C", "C", "C", "C", "C", "C", "C", "C", "C", "C", "C", "C", "C", "C", "C", "C", "C", "C", "C", "C", "C", "C", "C", "C", "C", "H", "H", "H", "H", "H", "H", "H", "H", "H", "H", "H", "H", "H", "H", "H", "H", "H", "H", "H", "H", "H", "H", "H", "H", "H", "H", "H", "H", "H", "H", "H", "H", "H", "H", "H", "H", "H", "H", "H", "H", "H", "H", "H", "H", "H", "H", "H", "H", "H", "H", "H", "H", "H", "H", "H", "H", "H", "H", "H"],
  "positions_angstrom": [[-0.936, -1.034, -1.049], [-0.311, 3.270, 2.785], [-4.105, 0.092, 1.588], [-3.054, -0.941, -0.150], [0.147, -1.922, -2.717], [1.549, -0.905, -4.201], [-1.438, 1.220, -0.725], [-2.348, 4.906, 3.608], [1.085, 2.031, -1.727], [-1.157, -1.951, 1.991], [2.266, -2.324, -0.798], [-3.040, 3.038, 2.784], [1.643, 0.541, 1.784], [-0.767, -3.716, -0.833], [-3.921, 1.699, -2.531], [2.408, -1.988, -2.269], [3.408, -1.762, 0.030], [3.591, 3.884, -3.523], [2.126, 3.420, -3.459], [-4.561, 1.977, -3.748], [-3.048, 4.014, -2.412], [-1.871, 3.748, 3.050], [-1.178, -6.046, -0.096], [-3.072, -4.587, -0.382], [3.709, -0.374, 2.705], [1.230, 4.573, -3.514], [-0.769, -3.538, 3.926], [1.084, -0.779, 2.321], [-4.142, 3.710, 3.210], [4.829, -2.309, -0.333], [1.232, -1.440, -3.110], [1.853, -3.715, -0.501], [3.134, 0.453, 1.531], [-1.625, -4.308, 1.686], [-3.095, 2.682, -1.972], [-2.637, -1.704, 2.093], [-3.741, 4.282, -3.576], [-1.585, -4.591, 0.110], [-0.441, -0.763, 2.494], [-4.465, 3.264, -4.263], [-0.735, -3.301, 2.401], [1.866, 2.602, -2.359], [3.647, 1.908, 1.545], [0.613, -4.143, -1.279], [-3.312, -0.791, 1.100], [-1.476, 5.996, 3.965], [2.178, 2.213, -4.490], [-2.179, 2.018, -1.141], [3.384, -0.200, 0.111], [-3.738, 4.897, 3.709], [3.636, 4.946, -3.224], [-4.036, 0.712, -2.064], [-5.006, 1.154, -4.278], [-0.362, -4.518, 4.168], [-2.492, 4.777, -1.866], [2.667, -4.462, -0.815], [-3.127, -4.972, -1.409], [3.140, -2.167, 1.023], [-1.941, -6.751, 0.241], [3.186, 2.477, 0.688], [4.725, 1.944, 1.420], [-1.827, -3.578, 4.251], [3.881, 3.953, -4.596], [5.372, -1.613, -0.984], [-5.117, 3.279, 3.145], [0.288, 4.267, -3.025], [-3.173, -2.632, 1.970], [3.370, -1.400, 2.803], [-3.637, -5.310, 0.217], [-1.387, -3.630, -1.650], [2.718, -2.951, -2.739], [-3.577, -3.599, -0.333], [-0.203, -6.284, 0.395], [4.804, -0.400, 2.548], [1.046, 4.988, -4.517], [-4.250, 5.717, 4.198], [3.116, 1.669, -4.307], [-0.753, -0.550, 3.549], [3.378, 2.471, 2.477], [4.361, 0.232, -0.231], [4.756, -3.263, -0.871], [1.588, 5.338, -2.802], [1.537, -0.955, 3.281], [-3.062, 2.136, 2.284], [-0.261, -2.730, 4.444], [2.606, 0.195, -0.614], [-2.676, -4.166, 1.976], [5.402, -2.503, 0.568], [0.306, -3.413, 2.027], [4.265, 3.274, -2.902], [3.311, -1.388, -2.366], [1.361, -1.547, 1.602], [-1.409, 6.712, 3.123], [1.479, 1.293, 2.469], [-0.880, 0.068, 1.912], [3.464, 0.145, 3.664], [-0.486, 5.569, 4.102], [0.700, -5.237, -1.331], [-3.806, 5.294, -3.992], [1.371, 1.469, -4.336], [-1.832, 6.492, 4.884], [1.886, 2.494, -5.506], [1.733, -3.892, 0.588], [-2.892, -1.345, 3.109], [0.712, -3.854, -2.351], [-4.885, 3.496, -5.236], [1.129, 0.830, 0.893], [-1.072, -6.267, -1.163], [-1.383, -5.317, 2.122]],
  "lowdin_charge": [1.434, 0.562, -0.042, -0.229, -0.246, 0.008, 0.051, -0.144, 0.210, -0.125, -0.133, 0.071, 0.102, -0.037, -0.004, -0.080, -0.334, -0.052, -0.592, -0.043, -0.020, -0.813, -0.083, -0.044, -0.030, -0.032, -0.025, -0.091, -0.085, -0.028, -0.662, -0.174, -0.481, -0.097, -0.216, -0.102, -0.060, -0.478, -0.163, -0.046, -0.356, -0.208, -0.021, -0.194, -0.627, -0.046, -0.029, -0.119, -0.068, -0.042, 0.081, 0.122, 0.110, 0.083, 0.124, 0.139, 0.091, 0.097, 0.090, 0.100, 0.091, 0.096, 0.102, 0.078, 0.122, 0.082, 0.100, 0.067, 0.090, 0.097, 0.141, 0.083, 0.100, 0.113, 0.110, 0.125, 0.098, 0.138, 0.105, 0.130, 0.078, 0.100, 0.112, 0.128, 0.068, 0.102, 0.098, 0.075, 0.121, 0.093, 0.113, 0.099, 0.105, 0.086, 0.095, 0.115, 0.043, 0.096, 0.114, 0.066, 0.103, 0.100, 0.108, 0.136, 0.117, 0.109, 0.163, 0.088, 0.129]
}